C20H40IN2O8S | wB97M-V/def2-TZVPD

Last column: Mulliken charge in e.
Geometry (Å):
O (2.542, -8.081, -3.564)  -0.340
C (1.490, -7.758, -3.936)  0.611
N (0.353, -7.215, -3.931)  -0.598
C (0.536, -5.795, -4.371)  -0.234
C (1.406, -4.926, -3.333)  -0.618
C (0.701, -3.603, -2.836)  -0.615
S (1.835, -2.559, -1.791)  -0.117
N (0.084, -2.770, -3.915)  0.080
C (-0.460, -3.550, -5.074)  -1.163
C (-0.809, -5.060, -4.763)  0.077
C (-2.001, -5.273, -3.730)  -0.558
C (-3.356, -5.680, -4.436)  -0.058
O (-3.444, -6.547, -5.250)  -0.410
I (-5.182, -4.574, -3.935)  0.029
H (1.156, -5.836, -5.323)  0.469
H (1.651, -5.536, -2.410)  0.452
H (2.372, -4.626, -3.841)  0.303
H (-0.144, -3.914, -2.145)  0.312
H (1.372, -2.591, -0.484)  0.220
H (-0.669, -2.182, -3.518)  0.391
H (0.823, -2.148, -4.284)  0.456
H (0.276, -3.550, -5.934)  0.378
H (-1.404, -3.076, -5.488)  0.377
H (-1.158, -5.531, -5.736)  0.769
H (-2.198, -4.253, -3.261)  0.398
H (-1.719, -5.944, -2.869)  0.384
C (0.108, -0.754, 2.716)  -0.876
O (1.211, 0.056, 2.363)  -0.196
C (1.104, 1.391, 2.841)  -0.335
C (2.441, 1.902, 3.359)  -0.349
O (2.869, 1.310, 4.583)  -0.478
C (3.300, -0.048, 4.534)  -0.277
C (4.588, -0.277, 3.754)  -0.579
O (4.347, -0.203, 2.353)  -0.190
C (5.438, 0.328, 1.627)  -0.839
H (-0.771, -0.475, 2.126)  0.292
H (0.368, -1.791, 2.500)  0.267
H (-0.114, -0.676, 3.785)  0.385
H (0.355, 1.471, 3.639)  0.320
H (0.780, 2.017, 2.003)  0.228
H (2.324, 2.967, 3.579)  0.382
H (3.218, 1.834, 2.598)  0.130
H (2.499, -0.701, 4.186)  0.031
H (3.493, -0.325, 5.575)  0.420
H (4.976, -1.278, 3.970)  0.407
H (5.331, 0.466, 4.064)  0.353
H (5.796, 1.262, 2.074)  0.365
H (5.094, 0.549, 0.616)  0.231
H (6.253, -0.402, 1.575)  0.323
C (-1.336, 6.443, -0.952)  -0.806
O (-2.381, 5.757, -0.289)  -0.283
C (-2.450, 4.381, -0.626)  -0.591
C (-2.748, 3.524, 0.597)  -0.330
O (-1.672, 3.423, 1.527)  -0.346
C (-1.369, 4.588, 2.294)  -0.193
C (-2.449, 4.989, 3.290)  -0.686
O (-3.545, 5.597, 2.620)  -0.267
C (-4.791, 5.332, 3.233)  -0.807
H (-1.582, 6.582, -2.009)  0.326
H (-1.224, 7.420, -0.482)  0.239
H (-0.387, 5.907, -0.851)  0.359
H (-1.517, 4.036, -1.089)  0.340
H (-3.261, 4.260, -1.355)  0.394
H (-2.926, 2.502, 0.248)  0.390
H (-3.667, 3.837, 1.092)  0.120
H (-1.090, 5.420, 1.648)  0.123
H (-0.473, 4.329, 2.867)  0.320
H (-2.044, 5.722, 3.995)  0.431
H (-2.771, 4.103, 3.847)  0.345
H (-4.918, 4.261, 3.428)  0.359
H (-5.577, 5.645, 2.546)  0.234
H (-4.886, 5.899, 4.165)  0.323

## Properties
**LUMO level**: -3.52 eV
**Charge**: +1


C20H40N3O5PdSSi3 | wB97M-V/def2-TZVPD

Last column: Mulliken charge in e.
Geometry (Å):
Pd (1.087, -0.314, -0.801)  0.277
C (3.673, -1.100, 3.033)  -1.340
Si (2.853, -1.105, 1.300)  0.971
C (2.856, -2.957, 0.867)  -1.138
C (4.100, -0.147, 0.182)  -0.735
C (1.197, -0.225, 1.425)  0.572
Si (1.225, 1.543, 1.994)  0.134
C (1.150, 1.563, 3.907)  -1.120
C (2.729, 2.638, 1.632)  -1.131
C (-0.272, 2.575, 1.436)  -0.686
Si (-0.329, -1.233, 1.573)  -0.083
C (-1.960, -0.245, 1.539)  -0.944
C (-0.390, -2.146, 3.252)  -1.169
C (-0.551, -2.590, 0.243)  0.471
C (-1.574, -3.531, 0.203)  -0.683
C (-1.669, -4.407, -0.865)  -0.415
C (-0.715, -4.333, -1.870)  -0.992
C (0.277, -3.371, -1.782)  -0.559
N (0.346, -2.513, -0.760)  1.122
H (4.588, -1.699, 3.036)  0.372
H (2.985, -1.528, 3.767)  0.290
H (3.934, -0.091, 3.365)  0.279
H (3.742, -3.438, 1.290)  0.485
H (2.873, -3.095, -0.212)  0.186
H (1.975, -3.464, 1.268)  0.231
H (4.566, -0.823, -0.540)  0.485
H (4.902, 0.290, 0.792)  0.360
H (3.615, 0.897, -1.454)  0.312
H (1.994, 1.015, 4.332)  0.282
H (0.232, 1.100, 4.281)  0.266
H (1.186, 2.589, 4.287)  0.340
H (3.647, 2.205, 2.040)  0.248
H (2.588, 3.623, 2.084)  0.432
H (2.878, 2.759, 0.562)  0.254
H (-1.161, 2.354, 2.031)  0.319
H (-0.490, 2.352, 0.393)  -0.269
H (-0.059, 3.643, 1.523)  0.466
H (-2.057, 0.334, 2.461)  0.322
H (-2.826, -0.910, 1.467)  0.348
H (-1.983, 0.449, 0.696)  -0.070
H (-0.318, -1.414, 4.060)  0.254
H (0.450, -2.837, 3.357)  0.293
H (-1.315, -2.714, 3.392)  0.315
H (-2.285, -3.578, 1.020)  0.353
H (-2.475, -5.129, -0.923)  0.400
H (-0.722, -5.027, -2.699)  0.425
H (1.042, -3.262, -2.533)  0.314
O (2.881, -2.069, -2.453)  -0.681
S (2.120, -0.837, -2.698)  0.961
O (3.002, 0.245, -3.188)  -0.827
O (0.936, -1.029, -3.554)  -0.632
O (3.448, 0.948, -0.487)  -0.458
C (-2.186, -0.684, -2.428)  -1.086
N (-2.612, 0.696, -2.336)  0.421
C (-4.030, 0.915, -2.533)  -0.596
C (-4.305, 2.334, -2.989)  -0.750
C (-3.620, 3.274, -2.018)  -0.627
N (-2.209, 2.968, -1.958)  0.264
C (-1.300, 4.062, -1.678)  -1.153
C (-1.713, 1.682, -2.027)  0.246
O (-0.514, 1.486, -1.821)  -0.768
H (-2.403, -1.079, -3.424)  0.439
H (-2.698, -1.291, -1.678)  0.389
H (-1.116, -0.734, -2.283)  0.051
H (-4.578, 0.698, -1.605)  0.309
H (-4.375, 0.205, -3.289)  0.331
H (-5.378, 2.526, -3.024)  0.372
H (-3.889, 2.482, -3.987)  0.296
H (-4.080, 3.180, -1.024)  0.253
H (-3.732, 4.313, -2.335)  0.360
H (-1.413, 4.837, -2.442)  0.406
H (-0.286, 3.675, -1.702)  0.293
H (-1.494, 4.495, -0.693)  0.345

## Properties
**Relative energy (zero: lowest compared OMol25 entry of this formula, charge and spin)**: 62.6 kcal per mole
**LUMO level (spin up / spin down)**: 2.46 / 2.47 eV
**Charge**: -1


C20H40O25S4 | wB97M-V/def2-TZVPD

Last column: Mulliken charge in e.
Geometry (Å):
O (-0.010, 2.723, -1.792)  -0.528
S (-0.941, 2.995, -2.832)  1.422
O (-1.554, 1.988, -3.678)  -0.610
O (-2.090, 3.936, -2.186)  -0.375
C (-2.789, 4.562, -3.238)  -0.364
C (-1.624, 5.112, -4.082)  -0.281
O (-0.536, 4.249, -3.836)  -0.403
H (-3.456, 3.872, -3.759)  0.204
H (-3.384, 5.313, -2.718)  0.345
H (-1.443, 6.174, -3.920)  0.283
H (-1.886, 5.035, -5.142)  0.263
O (0.817, -1.048, -5.973)  -0.565
S (2.173, -0.850, -6.326)  1.117
O (3.056, -0.237, -5.378)  -0.345
O (2.834, -2.237, -6.841)  -0.334
C (2.456, -2.436, -8.190)  -0.362
C (2.513, -1.026, -8.849)  -0.244
O (2.336, -0.130, -7.768)  -0.350
H (3.222, -3.111, -8.573)  0.299
H (1.520, -2.969, -8.369)  0.267
H (1.674, -0.915, -9.532)  0.272
H (3.475, -0.894, -9.340)  0.267
O (-0.514, -2.147, 0.006)  -0.609
S (0.348, -0.993, 0.035)  1.138
O (0.390, -0.170, 1.205)  -0.488
O (1.830, -1.447, -0.473)  -0.329
C (1.793, -1.525, -1.923)  -0.523
C (1.067, -0.252, -2.339)  -0.051
O (0.110, -0.049, -1.291)  -0.104
H (2.861, -1.587, -2.116)  0.267
H (1.194, -2.416, -2.123)  0.331
H (0.541, -0.368, -3.286)  0.177
H (1.641, 0.675, -2.336)  0.209
O (4.773, 2.852, -1.525)  -0.590
S (5.014, 1.453, -1.758)  0.854
O (4.446, 0.755, -2.872)  -0.293
O (6.586, 1.056, -1.697)  -0.375
C (6.695, -0.268, -1.187)  -0.394
C (5.681, -0.345, -0.082)  -0.410
O (4.612, 0.556, -0.439)  -0.356
H (6.443, -0.940, -2.019)  0.248
H (7.703, -0.626, -0.988)  0.372
H (6.020, 0.145, 0.839)  0.249
H (5.338, -1.305, 0.301)  0.417
C (3.910, 2.014, 2.711)  -1.469
C (3.410, 0.589, 2.485)  1.319
O (3.827, -0.292, 3.502)  -0.298
C (3.097, -0.526, 4.555)  0.834
O (2.021, -0.032, 4.789)  -0.597
O (3.713, -1.414, 5.320)  -0.385
C (3.089, -1.954, 6.470)  -0.665
H (3.396, 2.391, 3.601)  0.450
H (3.559, 2.668, 1.913)  0.366
H (4.980, 2.141, 2.870)  0.324
H (3.821, 0.270, 1.535)  -0.476
H (2.328, 0.686, 2.416)  0.040
H (2.331, -1.247, 6.808)  0.330
H (3.805, -2.269, 7.220)  0.231
H (2.551, -2.856, 6.163)  0.269
C (-5.282, 0.630, 8.152)  -1.118
C (-5.568, 0.031, 6.795)  -0.263
O (-4.329, -0.206, 6.151)  -0.267
C (-4.220, -0.274, 4.830)  0.746
O (-5.102, -0.233, 4.012)  -0.606
O (-2.940, -0.491, 4.563)  -0.327
C (-2.479, -0.271, 3.233)  -0.274
H (-4.905, 1.644, 8.093)  0.288
H (-4.620, -0.050, 8.690)  0.299
H (-6.203, 0.553, 8.736)  0.365
H (-6.187, 0.688, 6.172)  0.316
H (-6.181, -0.875, 6.834)  0.304
H (-1.390, -0.277, 3.213)  0.250
H (-2.866, 0.615, 2.741)  0.311
H (-2.694, -1.139, 2.618)  -0.084
C (-5.813, -3.509, 1.541)  -1.498
C (-4.731, -2.502, 1.339)  0.289
O (-4.675, -2.061, -0.040)  -0.378
C (-3.820, -1.102, -0.340)  0.677
O (-2.974, -0.657, 0.398)  -0.322
O (-4.037, -0.710, -1.576)  -0.396
C (-3.350, 0.409, -2.098)  -0.475
H (-5.645, -4.475, 1.064)  0.350
H (-6.833, -3.183, 1.355)  0.348
H (-5.740, -3.715, 2.615)  0.384
H (-3.772, -2.795, 1.767)  0.197
H (-4.961, -1.569, 1.861)  0.174
H (-3.854, 0.863, -2.946)  0.304
H (-2.342, 0.122, -2.380)  0.117
H (-3.260, 1.213, -1.363)  0.297

## Properties
**Relative energy (zero: lowest compared OMol25 entry of this formula, charge and spin)**: 36.3 kcal per mole
**LUMO level**: 0.31 eV
**Charge**: 0
**SMILES**: O=S1(=O)OCCO1.O=S1(=O)OCCO1.O=S1(=O)OCCO1.O=S1(=O)OCCO1.CCOC(=O)OC.CCOC(=O)OC.CCOC(=O)OC